The following is a DFT calculation (the ωB97M-V functional and the def2-TZVPD basis) of a 2-piece molecular cluster, C6H14O overall.

Its SMILES is CC(=O)CC(C)C.[H][H]. Its lowest unoccupied orbital energy is 1.01 eV. Its gap between HOMO and LUMO is 10.578 eV. The calculation puts the total energy at -312.1979 a.u.

Cartesian coordinates (Å):
C -0.8554 2.3011 1.3316
C 0.1638 1.2463 0.9503
O 1.3488 1.4070 1.1703
C -0.3938 -0.0898 0.4935
C 0.5232 -0.9920 -0.3498
C 0.2517 -0.8740 -1.8568
C 0.3654 -2.4486 0.0951
H -1.0628 2.1081 2.3890
H -1.7997 2.2399 0.7796
H -0.4369 3.3061 1.2462
H -0.5578 -0.5556 1.4767
H -1.3878 0.0098 0.0378
H 1.5547 -0.6753 -0.1511
H 0.9764 -1.4667 -2.4280
H 0.3168 0.1568 -2.2183
H -0.7480 -1.2537 -2.1083
H 1.0248 -3.1143 -0.4721
H -0.6661 -2.7934 -0.0576
H 0.6016 -2.5643 1.1591
H 0.2057 2.0386 -1.0850
H 0.8581 2.0558 -0.7268